No. 1
A molecular structure, C46H39AsBrN5O5Tl in a non-equilibrium geometry. Source: OMol25; level of theory: wB97M-V/def2-TZVPD.

```
98
Properties=species:S:1:pos:R:3:lowdin_charge:R:1
Tl 18.534 12.872 11.890 0.91
C 19.675 9.369 12.741 -0.06
O 18.524 10.171 12.905 -0.21
C 17.837 9.965 14.029 -0.25
C 18.237 9.051 15.031 -0.05
C 17.463 8.878 16.105 -0.11
C 16.302 9.679 16.313 -0.10
C 16.032 10.681 15.432 -0.05
C 16.659 10.707 14.191 -0.16
N 16.293 11.671 13.153 0.03
N 15.063 11.941 13.165 0.06
C 14.557 12.921 12.326 -0.14
C 15.357 14.028 11.822 -0.37
O 16.541 14.280 12.135 -0.21
C 14.619 14.981 11.035 0.02
C 13.303 14.842 10.757 -0.04
C 12.545 13.737 11.187 -0.20
C 11.229 13.562 10.774 -0.06
C 10.422 12.552 11.304 -0.10
C 11.014 11.591 12.187 -0.10
C 12.362 11.679 12.475 -0.04
C 13.175 12.777 12.030 -0.11
H 20.305 9.467 13.639 0.08
H 20.277 9.813 11.912 0.11
H 19.335 8.402 12.697 0.07
H 19.075 8.448 14.987 0.09
H 17.794 8.214 16.965 0.13
H 15.842 9.697 17.240 0.07
H 15.158 11.367 15.493 0.12
H 15.200 15.836 10.617 0.11
H 12.789 15.610 10.200 0.11
H 10.789 14.324 10.177 0.09
H 9.426 12.497 10.965 0.07
H 10.350 10.764 12.536 0.10
H 12.798 10.851 13.073 0.10
C 26.486 12.573 12.167 -0.09
C 26.117 13.458 11.203 -0.10
C 24.844 14.052 11.112 -0.08
C 23.883 13.816 12.106 -0.37
C 24.300 12.973 13.144 -0.13
C 25.543 12.351 13.175 -0.09
As 21.969 14.420 12.332 1.35
C 22.419 16.065 13.236 -0.39
C 21.418 16.811 13.829 -0.11
C 21.679 17.926 14.613 -0.06
C 23.014 18.181 14.941 -0.13
C 24.059 17.429 14.490 -0.10
C 23.737 16.364 13.633 -0.09
C 21.953 15.157 10.475 -0.37
C 21.939 16.493 10.113 -0.09
C 21.888 16.835 8.729 -0.11
C 21.976 15.904 7.777 -0.13
C 21.999 14.559 8.116 -0.11
C 22.049 14.159 9.424 -0.13
H 27.432 12.054 12.341 0.10
H 26.741 13.688 10.452 0.06
H 24.683 14.605 10.236 0.08
H 23.627 12.730 13.945 0.09
H 25.693 11.658 13.903 0.06
H 20.430 16.443 13.747 0.05
H 20.913 18.551 14.992 0.09
H 23.199 19.092 15.513 0.10
H 25.080 17.710 14.788 0.10
H 24.552 15.795 13.255 0.07
H 21.921 17.282 10.812 0.09
H 21.922 17.917 8.455 0.12
H 22.241 16.202 6.780 0.10
H 22.010 13.725 7.428 0.10
H 22.063 13.087 9.623 0.10
Br 15.728 18.985 7.224 0.72
C 16.397 18.191 8.779 -0.73
C 17.501 17.345 8.691 -0.12
C 18.167 16.913 9.865 0.01
C 17.562 17.228 11.076 -0.14
C 16.394 17.927 11.156 -0.07
C 15.807 18.428 10.030 -0.14
C 18.200 16.707 12.383 -0.66
O 17.726 17.119 13.451 -0.02
O 19.044 15.794 12.318 -0.19
H 17.832 17.056 7.731 0.08
H 19.149 16.373 9.872 0.12
H 15.948 18.070 12.126 0.12
H 14.771 18.891 10.057 0.12
C 17.491 13.890 17.525 -0.04
N 18.283 13.183 16.576 -0.13
C 19.061 12.042 16.922 -0.04
C 19.866 11.916 15.623 -0.48
O 20.732 11.102 15.393 0.03
N 19.455 12.833 14.682 0.13
C 18.642 13.630 15.360 -0.42
N 18.243 14.849 14.889 0.19
H 18.183 14.436 18.218 0.11
H 16.787 13.206 17.982 0.09
H 16.877 14.623 16.997 0.08
H 18.472 11.137 17.025 0.11
H 19.643 12.305 17.819 0.14
H 18.453 15.248 13.886 0.08
H 17.411 15.392 15.242 0.12
```

## Properties
Total energy (eV): -201598.086
Kohn-Sham gap (eV): 6.793
Total charge: -1
HOMO (eV): -4.55
Energy above the lowest of the compared OMol25 structures with the same formula, charge and spin (kcal/mol): 60.3
Lowest unoccupied orbital energy (eV): 2.24

No. 2
A molecular structure, C6H6BiLiO2 in a non-equilibrium geometry. Source: OMol25; level of theory: wB97M-V/def2-TZVPD.

```
16
Properties=species:S:1:pos:R:3:lowdin_charge:R:1
C -0.884 2.324 1.306 -0.26
C -1.635 1.160 1.261 -0.13
C -1.841 0.187 2.274 0.03
H -1.091 3.063 0.521 0.12
H -0.539 2.715 2.272 0.12
H -2.114 0.910 0.310 0.17
H -2.469 -0.690 2.107 0.18
C -1.416 0.356 3.543 0.02
O -1.043 0.478 4.615 0.44
O 1.988 -0.214 0.724 -0.26
C 1.407 -1.268 0.716 -0.19
C 0.729 -2.360 0.794 0.23
Bi 1.086 1.708 0.400 2.26
Li 4.188 -0.458 1.191 0.93
H 0.767 -2.956 -0.137 0.18
H 0.417 -2.748 1.766 0.16
```

## Properties
Total energy (eV): -16403.745
Kohn-Sham gap (spin up / spin down) (eV): 5.667 / 5.669
Total charge: +4
HOMO (spin up / spin down) (eV): -25.85 / -25.85
Energy above the lowest of the compared OMol25 structures with the same formula, charge and spin (kcal/mol): 0.0
Lowest unoccupied orbital energy (spin up / spin down) (eV): -20.18 / -20.18

No. 3
2 unconnected molecules or ions with the total composition C4H8I2 in a non-equilibrium geometry. Source: OMol25; level of theory: wB97M-V/def2-TZVPD.

```
14
Properties=species:S:1:pos:R:3:lowdin_charge:R:1
C 0.943 -1.518 -0.364 -0.11
C 0.181 1.618 0.080 -0.23
C -0.384 -0.705 -0.354 -0.38
C -0.444 0.423 0.626 -0.95
I -3.370 1.091 0.617 0.03
I -0.162 -0.012 2.641 0.89
H 1.575 -1.217 0.512 0.05
H 0.778 -2.611 -0.291 0.08
H 1.590 -1.170 -1.189 0.08
H 0.449 2.508 0.780 0.12
H 1.037 1.242 -0.562 0.11
H -0.387 2.016 -0.810 0.10
H -1.149 -1.507 -0.374 0.11
H -0.659 -0.157 -1.311 0.12
```

## Properties
Total energy (eV): -20476.865
Kohn-Sham gap (spin up / spin down) (eV): 7.321 / 6.391
HOMO (spin up / spin down) (eV): -8.74 / -8.39
Energy above the lowest of the compared OMol25 structures with the same formula, charge and spin (kcal/mol): 52.2
Lowest unoccupied orbital energy (spin up / spin down) (eV): -1.42 / -1.99

No. 4
13 unconnected molecules or ions with the total composition C4H35N3O13 in a non-equilibrium geometry. Source: OMol25; level of theory: wB97M-V/def2-TZVPD.

```
55
Properties=species:S:1:pos:R:3:lowdin_charge:R:1
O 0.068 -0.425 1.443 0.00
C -0.883 0.259 1.010 -0.45
N -1.486 1.145 1.776 0.25
C -1.396 0.176 -0.445 -0.24
C -2.788 -0.565 -0.457 0.05
N -0.249 -0.227 -1.220 0.15
C -0.457 -0.351 -2.735 -0.16
N 0.765 -0.495 -3.442 0.06
H -1.923 2.011 1.422 0.11
H -1.138 1.254 2.723 0.14
H -1.639 1.203 -0.707 0.15
H -3.444 0.258 -0.243 0.10
H -2.983 -0.896 -1.471 0.09
H -2.964 -1.353 0.282 0.09
H 0.006 -1.222 -0.954 0.11
H -0.875 0.626 -2.929 0.14
H -1.186 -1.145 -2.952 0.15
H 1.379 0.327 -3.427 0.12
H 1.320 -1.244 -3.011 0.01
H 4.369 -0.783 1.279 0.07
H 5.284 -0.446 2.492 0.06
O 4.900 -0.072 1.696 -0.05
H -1.376 -3.508 -2.404 -0.03
H -1.547 -3.708 -3.923 0.02
O -1.633 -4.154 -3.091 -0.05
H 1.123 4.236 3.175 0.05
H 0.812 3.195 2.030 0.00
O 0.520 3.560 2.863 -0.04
H 0.355 -3.917 -1.249 0.10
H -0.450 -3.460 -0.029 0.03
O -0.326 -3.277 -0.982 -0.08
H 0.385 -2.189 1.401 0.01
H -0.337 -3.253 2.376 0.11
O 0.138 -3.121 1.518 -0.06
H 2.684 -0.126 3.442 0.04
H 1.216 0.197 3.024 0.00
O 1.806 0.118 3.822 -0.07
H -2.534 4.605 1.387 0.05
H -1.564 4.312 0.145 -0.02
O -2.375 4.042 0.628 -0.08
H 0.606 1.569 -0.765 0.02
H 1.863 2.361 -0.576 0.05
O 0.975 2.446 -0.983 -0.04
H 1.967 1.112 1.353 0.02
H 3.577 1.123 0.955 0.05
O 2.654 1.386 0.719 -0.06
H 0.126 5.265 -1.591 0.10
H 0.189 3.857 -0.765 -0.01
O -0.188 4.779 -0.767 -0.10
H -4.558 -3.244 -0.420 0.04
H -3.029 -3.350 -0.409 -0.01
O -3.812 -3.494 0.107 -0.03
H 1.468 -1.762 -1.053 0.03
H 2.073 -1.148 -2.126 0.05
O 1.935 -2.078 -1.841 -0.02
```

## Properties
Total energy (eV): -35794.409
Kohn-Sham gap (spin up / spin down) (eV): 11.026 / 5.088
Total charge: +1
<S²>: 0.7548
HOMO (spin up / spin down) (eV): -13.94 / -13.94
Energy above the lowest of the compared OMol25 structures with the same formula, charge and spin (kcal/mol): 17.6
Lowest unoccupied orbital energy (spin up / spin down) (eV): -2.91 / -8.85
Spin multiplicity: 2

total energy of number 2 (C6H6BiLiO2)?
-16403.745 eV

Look up the energy above the lowest of the compared OMol25 structures with the same formula, charge and spin of the second one.
0.0 kcal/mol